Here is an isolated ion of composition CH2F2N2OP and charge +1 in a non-equilibrium geometry from OMol25. Energies are from ωB97M-V with the def2-TZVPD basis set.

Geometry as XYZ:
```
9
Properties=species:S:1:pos:R:3:forces:R:3
F 1.151 -1.737 0.006 -0.260 -2.350 0.288
C 1.245 -0.556 -0.476 1.574 2.478 3.347
F 1.095 0.296 0.624 0.104 -0.297 -0.496
O 0.317 -0.219 -1.355 -4.875 0.935 -2.833
N -1.063 -0.213 -0.800 2.260 -1.550 0.785
P -2.224 -0.612 0.535 0.878 0.183 -0.689
N -2.098 0.226 -1.172 0.459 0.393 -1.269
H 2.194 -0.306 -0.929 0.336 -0.266 -0.443
H -1.679 0.568 1.015 -0.476 0.473 1.310
```
Forces are in eV/Å.

## Properties
Total charge = +1
Energy = -20807.888 eV
F_max = 5.7 eV/A
HOMO-LUMO gap = 10.04 eV
Energy above the lowest of the compared OMol25 structures with the same formula, charge and spin = 124.4 kcal/mol
SMILES string = FC(F)O[N+]1=[PH]=N1

Here is what Mulliken gives for the atomic charges, in e: -0.182 0.537 -0.264 -0.199 0.697 0.368 -0.407 0.265 0.186

=====

Here is an isolated ion of composition CH2F2N2OP and charge +1 in a non-equilibrium geometry from OMol25. Energies are from ωB97M-V with the def2-TZVPD basis set.

Geometry as XYZ:
```
9
Properties=species:S:1:pos:R:3:forces:R:3
F 0.169 -0.484 1.515 -0.624 -0.731 -0.041
C -0.434 -1.259 0.559 0.077 0.937 1.207
F 0.522 -1.814 -0.121 0.587 -1.083 -0.292
O -1.116 -0.393 -0.340 0.484 1.816 -0.348
N -0.329 0.727 -0.497 -0.029 1.417 -0.862
P 0.926 1.970 0.044 -0.670 -1.020 -1.782
N -0.480 1.655 -1.280 0.332 -1.246 1.671
H -1.207 -1.893 1.012 0.420 -0.195 -0.302
H 1.949 1.491 -0.892 -0.575 0.106 0.750
```
Forces are in eV/Å.

## Properties
Total charge = +1
Energy = -20808.450 eV
F_max = 2.2 eV/A
HOMO-LUMO gap = 10.31 eV
Energy above the lowest of the compared OMol25 structures with the same formula, charge and spin = 111.4 kcal/mol
SMILES string = FC(F)O[N+]1=[PH]=N1

Here is what Mulliken gives for the atomic charges, in e: -0.230 0.515 -0.178 -0.187 0.665 0.373 -0.439 0.293 0.189

=====

Here is CH2F2O3S2 as an isolated structure in a non-equilibrium geometry from OMol25. Energies are from ωB97M-V with the def2-TZVPD basis set.

Geometry as XYZ:
```
10
Properties=species:S:1:pos:R:3:forces:R:3
C -2.005 -0.336 -0.618 3.804 -2.304 -2.210
O 2.444 1.406 1.021 -0.844 -0.520 -0.405
O 0.433 0.630 -0.506 0.992 0.177 0.176
O -0.942 0.519 1.609 0.917 -0.795 -1.410
F 2.959 0.545 -1.232 -1.871 -0.350 1.815
F 0.454 -1.411 0.591 -2.033 0.412 0.254
S 2.050 0.289 0.230 2.960 1.456 -1.834
S -0.678 -0.086 0.320 -1.776 -0.292 0.595
H -1.900 -1.199 -1.425 -0.139 2.304 1.623
H -2.815 -0.358 0.009 -2.009 -0.089 1.394
```
Forces are in eV/Å.

## Properties
Energy = -34313.065 eV
F_max = 5.0 eV/A
HOMO-LUMO gap = 9.91 eV
Energy above the lowest of the compared OMol25 structures with the same formula, charge and spin = 28.7 kcal/mol

Here is what Mulliken gives for the atomic charges, in e: -0.705 -0.369 -0.294 -0.518 -0.304 -0.383 0.871 1.067 0.270 0.364